Entry 1
A 4-piece molecular cluster, CH12NO3 overall. Source: the Open Molecules 2025 dataset; level of theory: wB97M-V/def2-TZVPD.

LUMO level in eV: -3.043
E_HOMO in eV: -15.680
2S+1: 1
Molar mass in g mol⁻¹: 86.1
Total charge: +1
Gap between HOMO and LUMO in eV: 12.64

Structure (XYZ):
```
17
CH12NO3, DFT wB97M-V/def2-TZVPD
C 1.28761 0.79109 -0.00647
N 0.34625 0.00111 0.93126
H 2.06956 0.96414 0.77395
H 0.70865 1.63671 -0.35224
H 1.69679 0.20494 -0.83144
H 0.93808 -0.77819 1.27908
H 0.21535 0.57746 1.77200
H -0.37544 -0.21695 0.23845
H -0.92656 -0.91697 -1.79324
H -1.49612 0.41374 -1.38143
O -1.40756 -0.55055 -1.01547
H -1.49176 2.95380 -1.94621
H -0.09649 2.95853 -2.29748
O -0.68775 2.36314 -1.90395
H 1.30044 -2.93734 2.55283
H -0.03836 -3.38355 2.06240
O 0.51361 -2.59142 2.09984
```

Entry 2
A 4-piece molecular cluster, CH12NO3 overall. Source: the Open Molecules 2025 dataset; level of theory: wB97M-V/def2-TZVPD.

LUMO level in eV: -2.986
E_HOMO in eV: -14.631
2S+1: 1
Molar mass in g mol⁻¹: 86.1
Total charge: +1
Gap between HOMO and LUMO in eV: 11.65

Structure (XYZ):
```
17
CH12NO3, DFT wB97M-V/def2-TZVPD
C 1.30147 0.71197 1.27894
N 0.10632 -0.17523 1.09459
H 1.57622 0.72947 2.33022
H 1.09010 1.68725 0.86057
H 2.09739 0.24582 0.72731
H 0.41536 -1.13921 1.32676
H -0.66017 0.07031 1.71551
H -0.19253 -0.28577 0.09346
H -1.50346 0.11626 -1.70233
H -0.18475 -0.32229 -2.34746
O -0.67089 -0.34525 -1.50732
H -2.68854 2.87041 -2.57580
H -2.72871 2.37227 -4.02053
O -2.48788 2.10777 -3.12694
H 1.13547 -2.82889 2.64512
H 2.09946 -3.15210 1.50071
O 1.29515 -2.66281 1.70720
```

What is the least stable structure shown above? It is entry 1.